1) Here is C2H3ClS in the gas phase from the Open Molecules 2025 dataset. Energies are from ωB97M-V with the def2-TZVPD basis set.

Computed properties:
HOMO level in eV: -9.2
Structure (SMILES): Cl[C@@H]1CS1
Multiplicity: 1

XYZ file:
```
7
Properties=species:S:1:pos:R:3:lowdin_charge:R:1
C -0.250 -0.177 0.318 -0.483
C 1.024 -0.353 -0.451 -1.124
S 0.254 -1.931 0.050 0.714
Cl 2.573 0.178 0.060 0.605
H 0.051 -0.036 1.550 0.130
H -1.355 0.106 -0.020 0.112
H 0.972 -0.128 -1.503 0.046
```

2) Here is 2 unconnected molecules or ions with the total composition C2H3ClS from the Open Molecules 2025 dataset. Energies are from ωB97M-V with the def2-TZVPD basis set.

Computed properties:
HOMO level in eV: -9.6
Multiplicity: 1

XYZ file:
```
7
Properties=species:S:1:pos:R:3:lowdin_charge:R:1
C 0.284 0.244 -1.591 -0.505
C -1.006 0.364 -0.884 -0.383
S -0.038 -0.761 -0.114 0.807
Cl -0.120 -0.431 3.892 0.281
H 0.341 -0.295 -2.529 0.055
H 1.028 1.025 -1.479 0.056
H -0.489 -0.147 2.706 -0.310
```

3) Here is a molecular structure, C2H3ClS from the Open Molecules 2025 dataset. Energies are from ωB97M-V with the def2-TZVPD basis set.

Computed properties:
HOMO level in eV: -8.9
Multiplicity: 1

XYZ file:
```
7
Properties=species:S:1:pos:R:3:lowdin_charge:R:1
C 0.834 -0.446 0.396 -1.259
C -0.714 0.388 -0.447 -0.043
S 2.283 -0.492 -0.239 0.642
Cl 0.356 -1.105 1.918 0.566
H -0.537 1.212 -1.272 0.089
H -1.209 -0.467 -0.794 0.004
H -1.013 0.910 0.438 0.002
```

Q: Which of them is the most stable? A: 1).

1) Here is 3 unconnected molecules or ions with the total composition C4H13N3O from the Open Molecules 2025 dataset. Energies are from ωB97M-V with the def2-TZVPD basis set.

Computed properties:
HOMO level (alpha / beta) in eV: -7.4 / -7.4
Multiplicity: 1

XYZ file:
```
21
Properties=species:S:1:pos:R:3:lowdin_charge:R:1
C 1.704 0.970 0.812 -0.215
C 0.560 1.660 1.542 -0.102
C 1.539 -0.521 0.648 -0.296
O 0.880 -1.226 1.414 -0.033
H 2.294 -1.001 0.003 0.110
H 2.638 1.092 1.379 0.120
H 1.877 1.415 -0.170 0.106
H -0.354 1.613 0.953 0.054
H 0.796 2.710 1.729 0.070
H 0.363 1.173 2.499 0.076
C 0.196 -0.554 -1.633 -0.046
N -1.477 -0.233 -0.345 -0.208
N -1.630 -1.173 0.582 0.031
N -2.486 -0.227 -1.240 0.014
H -0.802 -1.204 1.205 0.057
H -1.902 -2.098 0.238 0.099
H -2.344 0.497 -1.932 0.088
H -2.719 -1.127 -1.666 0.091
H -0.081 0.375 -2.126 -0.005
H 1.254 -0.726 -1.813 -0.007
H -0.307 -1.415 -2.079 -0.003
```

2) Here is 2 unconnected molecules or ions with the total composition C4H13N3O from the Open Molecules 2025 dataset. Energies are from ωB97M-V with the def2-TZVPD basis set.

Computed properties:
HOMO level in eV: -9.0
Structure (SMILES): N/C=N\CCCN.O
Multiplicity: 1

XYZ file:
```
21
Properties=species:S:1:pos:R:3:lowdin_charge:R:1
C 1.333 -0.368 1.135 -0.300
C 1.362 -0.175 -0.385 -0.200
C 0.233 0.725 -0.941 -0.252
N -1.420 -1.518 -0.747 0.108
C -1.139 -0.887 -1.931 -0.314
N -0.434 0.145 -2.087 0.015
N 1.971 0.695 1.926 -0.008
H 1.754 -1.320 1.426 0.104
H 0.269 -0.368 1.432 0.072
H 2.329 0.255 -0.665 0.104
H 1.377 -1.144 -0.890 0.103
H 0.695 1.654 -1.266 0.096
H -0.416 1.045 -0.112 0.088
H -2.048 -2.299 -0.685 0.087
H -0.806 -1.385 0.038 0.054
H -1.597 -1.380 -2.784 0.110
H 1.840 1.594 1.471 0.064
H 2.971 0.554 1.982 0.060
H -1.090 1.535 2.332 0.034
H -2.062 0.395 2.040 0.035
O -1.863 1.308 1.803 -0.060
```

Q: Which of them is the most stable? A: 2).

1) Here is 2 unconnected molecules or ions with the total composition C4H13N3O from the Open Molecules 2025 dataset. Energies are from ωB97M-V with the def2-TZVPD basis set.

Computed properties:
HOMO level in eV: -7.1
Multiplicity: 1

XYZ file:
```
21
Properties=species:S:1:pos:R:3:lowdin_charge:R:1
C 2.029 -1.078 0.367 -0.171
C 0.893 -1.822 0.157 -0.358
N 0.092 -1.726 -0.876 -0.019
N 2.600 -1.157 1.737 0.107
H 2.339 -0.207 -0.179 0.084
H 0.635 -2.532 0.963 0.099
H -0.559 -2.499 -0.890 0.033
H 0.215 -0.107 -1.385 0.002
H 2.430 -0.316 2.299 0.151
H 3.602 -1.345 1.754 0.146
H 2.133 -1.931 2.211 0.137
C -0.785 1.615 -1.341 -0.311
O 0.378 0.863 -1.539 -0.123
C -1.629 1.135 -0.177 -0.296
N -2.821 1.984 -0.043 -0.018
H -0.510 2.651 -1.149 0.108
H -1.388 1.656 -2.266 0.111
H -1.850 0.067 -0.291 0.096
H -1.022 1.244 0.718 0.106
H -3.425 1.810 -0.839 0.060
H -3.356 1.695 0.769 0.055
```

2) Here is 2 unconnected molecules or ions with the total composition C4H13N3O from the Open Molecules 2025 dataset. Energies are from ωB97M-V with the def2-TZVPD basis set.

Computed properties:
HOMO level in eV: -9.0
Structure (SMILES): C/N=C\N.NCCO
Multiplicity: 1

XYZ file:
```
21
Properties=species:S:1:pos:R:3:lowdin_charge:R:1
C 2.542 -1.299 -0.526 -0.119
N 2.713 1.494 -0.142 0.028
C 1.470 0.771 -0.274 -0.276
N 1.356 -0.456 -0.501 -0.022
H 2.489 -1.949 -1.398 0.073
H 2.476 -2.002 0.301 0.076
H 3.464 -0.725 -0.523 0.059
H 2.690 2.270 -0.797 0.074
H 2.753 1.952 0.766 0.077
H 0.579 1.396 -0.225 0.104
C -2.449 0.205 -0.399 -0.280
O -3.014 1.511 -0.257 -0.083
C -1.975 -0.229 0.964 -0.289
N -1.280 -1.519 0.872 -0.008
H -3.183 -0.472 -0.820 0.112
H -1.603 0.220 -1.102 0.106
H -3.491 1.730 -1.063 0.079
H -1.321 0.576 1.326 0.100
H -2.816 -0.332 1.648 0.113
H -0.978 -1.777 1.807 0.061
H -0.422 -1.366 0.342 0.017
```

3) Here is 2 unconnected molecules or ions with the total composition C4H13N3O from the Open Molecules 2025 dataset. Energies are from ωB97M-V with the def2-TZVPD basis set.

Computed properties:
HOMO level in eV: -9.7
Structure (SMILES): CC(N)=O.CNCN
Multiplicity: 1

XYZ file:
```
21
Properties=species:S:1:pos:R:3:lowdin_charge:R:1
C -2.771 -0.410 -2.570 -0.015
C -2.706 0.540 -1.374 -0.556
N -1.494 0.710 -0.730 0.146
O -3.723 1.174 -1.067 0.015
H -1.801 -0.700 -2.960 0.065
H -3.365 0.075 -3.361 0.088
H -3.331 -1.284 -2.234 0.084
H -1.561 1.107 0.171 0.078
H -0.761 0.000 -0.847 0.083
C 1.709 1.275 1.571 -0.126
N 2.622 0.155 1.182 -0.121
C 1.889 -0.970 0.592 -0.350
N 1.151 -1.679 1.617 0.013
H 2.378 2.103 1.811 0.075
H 0.908 1.606 0.883 0.068
H 1.251 0.965 2.513 0.063
H 3.262 0.512 0.489 0.085
H 2.664 -1.638 0.150 0.121
H 1.239 -0.662 -0.218 0.079
H 1.833 -1.917 2.327 0.071
H 0.608 -0.961 2.058 0.033
```

4) Here is C4H13N3O in the gas phase from the Open Molecules 2025 dataset. Energies are from ωB97M-V with the def2-TZVPD basis set.

Computed properties:
HOMO level in eV: -8.8
Structure (SMILES): NCNCCNCO
Multiplicity: 1

XYZ file:
```
21
Properties=species:S:1:pos:R:3:lowdin_charge:R:1
C 0.186 -0.544 -0.062 -0.215
N -1.121 -1.197 0.114 -0.091
C -1.522 -1.377 1.523 -0.320
N -2.976 -1.505 1.690 -0.016
C 0.011 0.689 -0.976 -0.227
N 0.905 1.786 -0.677 -0.057
C 2.286 1.518 -0.464 -0.304
O 2.779 0.893 -1.649 -0.075
H 0.867 -1.324 -0.403 0.109
H 0.640 -0.095 0.869 0.112
H -1.889 -0.719 -0.341 0.083
H -1.254 -2.414 1.820 0.116
H -1.134 -0.529 2.125 0.115
H -3.578 -0.711 1.518 0.056
H -3.137 -2.220 0.981 0.064
H -0.973 1.098 -0.747 0.104
H -0.036 0.443 -2.055 0.122
H 0.872 2.402 -1.479 0.113
H 2.552 0.900 0.417 0.117
H 2.911 2.434 -0.387 0.122
H 3.612 0.472 -1.817 0.074
```

Q: Which of them is the most stable? A: 3).

1) Here is a molecular structure, C4H13N3O from the Open Molecules 2025 dataset. Energies are from ωB97M-V with the def2-TZVPD basis set.

Computed properties:
HOMO level in eV: -8.6
Multiplicity: 1

XYZ file:
```
21
Properties=species:S:1:pos:R:3:lowdin_charge:R:1
C 1.408 -0.621 0.241 -0.627
N 1.793 -0.402 1.597 0.102
N 1.976 0.204 -0.670 0.050
O 1.300 -1.992 -0.058 0.002
H 1.885 -2.447 0.562 0.096
H 0.127 -0.272 0.198 0.106
H 1.051 -0.536 2.271 0.084
H 2.247 0.494 1.709 0.084
H 1.004 1.019 -1.004 0.059
H 2.147 -0.319 -1.525 0.081
C -1.436 -0.535 -1.319 -0.050
C -1.743 0.806 0.852 -0.051
C -0.884 0.504 -0.362 -0.540
N -0.170 1.500 -0.946 0.034
H -0.064 2.285 -0.304 0.077
H -0.690 -0.787 -2.073 0.083
H -2.308 -0.121 -1.833 0.086
H -1.731 -1.448 -0.799 0.082
H -2.071 -0.109 1.348 0.080
H -1.203 1.423 1.574 0.077
H -2.638 1.354 0.541 0.085
```

2) Here is 3 unconnected molecules or ions with the total composition C4H13N3O from the Open Molecules 2025 dataset. Energies are from ωB97M-V with the def2-TZVPD basis set.

Computed properties:
HOMO level (alpha / beta) in eV: -8.0 / -6.3
Multiplicity: 1

XYZ file:
```
21
Properties=species:S:1:pos:R:3:lowdin_charge:R:1
C 1.002 0.303 -0.329 -0.398
C -1.168 0.894 -0.383 -0.291
C 0.392 -0.850 1.640 -0.141
C -1.924 -0.233 -1.004 -0.087
N 0.665 -0.835 0.223 -0.041
N 1.372 0.327 -1.667 0.089
N -1.645 1.408 0.787 0.074
O 2.781 -1.163 0.497 -0.240
H 3.007 -1.759 -0.232 -0.037
H 1.359 1.149 0.265 0.136
H -0.770 1.638 -1.061 0.106
H 1.388 -0.599 -2.074 0.097
H 2.110 0.988 -1.867 0.093
H -2.052 0.768 1.454 0.091
H -1.134 2.166 1.217 0.098
H 0.678 0.075 2.159 0.081
H 0.973 -1.664 2.070 0.077
H -0.672 -1.057 1.811 0.066
H -2.139 -1.020 -0.279 0.074
H -1.347 -0.668 -1.819 0.071
H -2.877 0.131 -1.408 0.083
```

Q: Which of them is the most stable? A: 1).